[1]
C42H69AsGeN4OP3Ti | wB97M-V/def2-TZVPD

XYZ file:
```
122
Properties=species:S:1:pos:R:3:lowdin_spin:R:1
Ti 1.236 1.002 -0.070 1.709
C -1.074 1.819 4.403 0.002
C -0.742 0.442 3.813 0.000
C -0.506 -0.562 4.942 -0.001
P 0.623 0.560 2.548 0.008
C 1.123 -1.225 2.369 0.010
N 0.103 -1.873 1.534 0.014
Ge -0.480 -0.871 -0.044 0.053
N -0.560 -1.651 -1.819 0.006
C 0.436 -1.245 -2.804 0.009
P 0.815 0.560 -2.734 0.020
C -0.035 1.219 -4.266 0.001
C 0.567 0.813 -5.611 -0.001
C -1.518 0.808 -4.258 0.000
C 2.665 0.543 -3.030 0.003
C 3.282 -0.143 -4.254 0.000
C 3.238 1.954 -2.855 0.010
C -1.069 -2.935 -1.975 0.002
C -0.853 -3.764 -3.084 0.002
C -1.369 -5.053 -3.119 0.002
C -2.084 -5.564 -2.045 0.003
C -2.311 -4.753 -0.946 0.000
C -1.837 -3.453 -0.933 0.004
N -2.090 -2.497 0.144 0.014
C -1.943 -3.102 1.469 0.010
C -2.899 -3.928 2.041 0.001
C -2.621 -4.610 3.211 0.000
C -1.362 -4.467 3.781 0.002
C -0.429 -3.595 3.241 0.000
C -0.723 -2.842 2.096 0.003
C -3.360 -1.820 0.005 0.145
C -4.503 -2.449 -0.415 -0.011
C -5.719 -1.768 -0.394 0.197
C -5.795 -0.442 0.066 0.005
C -4.661 0.225 0.430 0.116
C -3.388 -0.429 0.362 0.056
N -2.208 0.147 0.583 0.341
C -2.152 1.584 0.878 0.039
P -0.732 2.518 0.090 0.071
C -1.517 3.118 -1.466 0.007
C -0.598 4.117 -2.177 0.006
C -2.954 3.641 -1.428 0.001
C -0.551 3.919 1.288 0.011
C -1.810 4.698 1.673 0.001
C 0.578 4.873 0.876 0.007
C 1.979 1.555 3.335 0.001
C 2.833 0.851 4.390 0.000
C 2.846 2.187 2.228 0.014
H -2.026 1.766 4.935 0.000
H -1.161 2.609 3.655 0.001
H -0.317 2.127 5.128 0.000
H -1.605 0.098 3.235 0.001
H 0.491 -0.481 5.378 0.000
H -0.663 -1.585 4.619 0.000
H -1.224 -0.359 5.741 0.000
H 1.210 -1.692 3.345 0.001
H 2.100 -1.243 1.899 0.002
H 0.062 -1.445 -3.809 0.000
H 1.378 -1.804 -2.710 0.000
H 0.031 2.306 -4.183 0.000
H 0.690 -0.268 -5.709 0.000
H 1.518 1.293 -5.806 0.000
H -0.120 1.129 -6.400 0.000
H -1.635 -0.279 -4.254 0.000
H -1.993 1.181 -5.168 0.000
H -2.086 1.203 -3.418 0.000
H 2.965 -0.052 -2.170 0.002
H 3.364 0.526 -5.105 0.000
H 4.301 -0.458 -4.012 0.000
H 2.736 -1.032 -4.567 0.000
H 2.893 2.617 -3.652 0.000
H 4.329 1.941 -2.892 0.000
H 2.954 2.418 -1.912 0.009
H -0.273 -3.409 -3.924 0.000
H -1.197 -5.667 -3.995 0.000
H -2.460 -6.578 -2.058 0.000
H -2.843 -5.156 -0.091 0.000
H -3.871 -4.046 1.574 -0.001
H -3.362 -5.263 3.651 0.000
H -1.103 -5.041 4.662 0.000
H 0.540 -3.501 3.712 0.000
H -4.462 -3.474 -0.760 -0.003
H -6.617 -2.281 -0.716 0.010
H -6.752 0.060 0.124 -0.003
H -4.742 1.244 0.775 0.006
H -2.070 1.726 1.955 0.013
H -3.059 2.077 0.568 0.002
H -1.512 2.191 -2.031 0.001
H -0.654 5.100 -1.706 0.000
H -0.916 4.241 -3.215 0.000
H 0.446 3.799 -2.172 0.005
H -3.075 4.482 -0.747 0.000
H -3.680 2.871 -1.160 0.001
H -3.229 3.991 -2.426 0.000
H -0.205 3.377 2.171 0.001
H -2.098 5.393 0.883 0.000
H -1.617 5.295 2.568 0.000
H -2.665 4.053 1.890 0.000
H 0.222 5.625 0.172 0.000
H 1.418 4.355 0.412 0.006
H 0.958 5.405 1.752 0.000
H 1.438 2.372 3.818 0.000
H 3.222 -0.102 4.020 0.000
H 2.276 0.658 5.306 0.000
H 3.688 1.477 4.657 0.000
H 3.691 1.557 1.976 0.001
H 3.217 3.170 2.516 0.000
H 2.253 2.333 1.311 0.013
C 5.681 -0.542 -1.089 0.000
As 4.261 -1.132 0.033 0.005
C 3.495 -2.763 -0.610 0.002
C 5.041 -1.472 1.742 0.000
O 3.070 0.051 0.094 0.029
H 6.529 -1.217 -0.978 0.000
H 5.961 0.458 -0.768 0.000
H 5.358 -0.521 -2.128 0.000
H 3.933 -3.606 -0.079 0.000
H 3.677 -2.870 -1.678 0.000
H 2.425 -2.718 -0.412 0.001
H 5.806 -2.237 1.602 0.000
H 4.290 -1.834 2.440 0.000
H 5.504 -0.563 2.122 0.000
```

<S²>: 3.797
HOMO level (alpha / beta): -11.58 / -11.98 eV
Kohn-Sham gap (alpha / beta): 7.78 / 4.99 eV
LUMO (alpha / beta): -3.80 / -6.99 eV
2S+1: 4
ΔE to the lowest compared entry with this formula, charge and spin: 1.265 eV
Net charge: +2



[2]
C42H71BBrN3O32P | wB97M-V/def2-TZVPD

XYZ file:
```
151
Properties=species:S:1:pos:R:3:mulliken_charge:R:1
C -1.969 0.566 1.934 -0.985
C -1.124 -0.817 2.104 0.302
C 0.463 -0.565 1.973 -1.153
Br 1.293 -1.255 3.640 -0.151
C 1.129 -1.003 0.592 1.680
C 0.025 -0.678 -0.560 -0.827
O 2.043 0.124 0.344 -0.460
P 3.751 -0.250 0.473 -1.376
N 3.920 0.123 2.212 -0.252
O 3.928 1.460 0.260 0.283
C 5.217 1.987 0.522 -0.670
C 5.147 3.401 1.324 0.413
C 4.889 3.150 2.881 -0.944
C 4.175 4.469 0.643 1.025
C 2.622 4.296 0.990 -1.158
C 4.329 4.578 -0.959 -1.281
O 4.054 -0.314 -1.265 -0.556
B 5.296 -0.937 -1.559 0.851
O 5.618 -2.337 -1.426 -0.487
O 6.390 -0.064 -2.002 -0.680
O 3.381 -1.954 0.665 0.045
C 1.988 -2.331 0.391 0.451
C 2.170 -2.777 -1.178 -0.281
C 1.226 -3.946 -1.680 -1.234
N -0.118 -3.417 -2.148 -0.121
N 1.840 -3.563 1.153 1.454
C 3.025 -4.322 1.514 0.151
C 3.513 -5.474 0.488 -1.023
O 3.702 -4.220 2.559 -0.468
C 0.582 -3.984 1.659 0.102
C -0.800 -4.160 0.876 -0.584
O 0.525 -4.351 2.878 -0.681
H -2.901 0.376 1.304 0.073
H -1.331 1.430 1.560 0.320
H -2.353 0.874 2.972 0.267
H -1.538 -1.641 1.448 -0.367
H -1.328 -1.144 3.190 0.556
H 0.581 0.578 2.031 0.623
H -0.367 0.370 -0.284 0.430
H -0.849 -1.405 -0.546 -0.908
H 0.487 -0.568 -1.592 0.345
H 5.170 -0.599 0.553 0.106
H 3.993 -0.730 2.784 0.213
H 3.131 0.714 2.510 -0.004
H 5.699 2.256 -0.496 0.112
H 5.950 1.343 1.098 0.408
H 6.216 3.832 1.235 0.265
H 3.873 2.691 3.123 0.056
H 5.673 2.414 3.287 0.386
H 4.972 4.144 3.464 -0.070
H 4.502 5.508 1.050 -0.102
H 2.038 3.743 0.171 0.113
H 2.174 5.356 1.066 0.364
H 2.407 3.789 1.984 0.208
H 4.110 5.666 -1.251 0.354
H 3.543 3.923 -1.461 0.201
H 5.376 4.296 -1.307 0.290
H 5.811 -2.706 -2.311 0.244
H 6.955 0.071 -1.204 0.314
H 2.132 -1.889 -1.890 0.493
H 3.249 -3.172 -1.242 -0.013
H 1.106 -4.837 -0.987 0.063
H 1.713 -4.370 -2.643 0.447
H -0.548 -4.168 -2.721 0.165
H 0.105 -2.627 -2.767 0.262
H 4.048 -5.053 -0.421 0.143
H 2.568 -6.070 0.203 0.289
H 4.156 -6.218 1.084 0.408
H -1.676 -4.415 1.557 0.533
H -0.656 -5.066 0.181 0.145
H -1.076 -3.288 0.205 0.008
C 6.845 -4.722 5.224 -0.331
C 5.864 -3.622 4.957 0.047
O 6.548 -2.463 5.423 -0.309
C 7.878 -2.741 5.386 0.612
O 8.743 -1.931 5.554 -0.555
O 8.101 -4.061 5.133 -0.336
H 6.777 -5.529 4.493 0.294
H 6.740 -5.143 6.229 0.241
H 5.650 -3.503 3.892 0.041
H 4.925 -3.761 5.493 0.300
C -3.735 -2.969 -4.166 -0.047
C -4.194 -1.543 -4.145 -0.016
O -4.117 -1.202 -2.765 -0.369
C -3.212 -2.043 -2.196 0.368
O -2.784 -1.927 -1.084 -0.519
O -2.855 -3.038 -3.053 -0.048
H -3.215 -3.226 -5.089 0.314
H -4.556 -3.676 -4.011 0.007
H -3.533 -0.883 -4.711 -0.102
H -5.213 -1.428 -4.518 0.356
C -4.584 -6.334 -0.616 -0.524
C -3.316 -5.577 -0.872 0.460
O -3.037 -5.873 -2.236 -0.250
C -4.216 -6.211 -2.822 0.586
O -4.368 -6.356 -4.002 -0.571
O -5.202 -6.363 -1.897 -0.346
H -5.225 -5.839 0.114 0.334
H -4.401 -7.361 -0.288 0.284
H -3.444 -4.496 -0.764 -0.105
H -2.500 -5.903 -0.229 0.168
C -4.184 2.695 -7.266 -0.337
C -4.513 2.438 -5.826 -0.357
O -3.738 1.285 -5.522 -0.236
C -2.703 1.254 -6.405 0.605
O -1.772 0.509 -6.324 -0.511
O -2.865 2.178 -7.390 -0.345
H -4.210 3.756 -7.516 0.305
H -4.842 2.152 -7.949 0.255
H -4.200 3.256 -5.171 0.259
H -5.575 2.245 -5.669 0.317
C 5.742 7.353 5.097 -0.322
C 6.969 8.156 4.784 -0.322
O 7.215 7.847 3.420 -0.335
C 6.030 7.448 2.880 0.648
O 5.845 7.274 1.713 -0.530
O 5.083 7.274 3.842 -0.298
H 5.106 7.836 5.840 0.312
H 5.979 6.340 5.437 0.259
H 6.800 9.233 4.878 0.250
H 7.821 7.876 5.405 0.287
C -7.181 -4.840 -6.258 -0.210
C -6.683 -5.214 -7.622 -0.336
O -6.616 -3.962 -8.292 -0.334
C -6.495 -3.002 -7.337 0.681
O -6.247 -1.853 -7.562 -0.544
O -6.692 -3.515 -6.092 -0.285
H -6.795 -5.498 -5.478 0.237
H -8.273 -4.824 -6.201 0.234
H -5.683 -5.656 -7.595 0.262
H -7.358 -5.897 -8.139 0.302
C -5.975 1.206 2.938 -0.391
C -6.976 2.295 2.697 -0.357
O -6.304 3.456 3.166 -0.301
C -4.968 3.196 3.106 0.544
O -4.114 4.018 3.270 -0.499
O -4.731 1.886 2.836 -0.176
H -6.042 0.407 2.198 0.321
H -6.060 0.772 3.938 0.262
H -7.208 2.425 1.636 0.267
H -7.906 2.137 3.246 0.299
C -4.669 7.514 2.890 -0.159
C -6.102 7.443 3.321 -0.161
O -6.684 8.575 2.685 -0.340
C -5.903 8.877 1.611 0.645
O -6.198 9.670 0.765 -0.537
O -4.747 8.162 1.625 -0.326
H -4.214 6.528 2.795 0.181
H -4.059 8.125 3.562 0.240
H -6.603 6.539 2.963 0.165
H -6.216 7.505 4.404 0.297
```

HOMO level: -4.84 eV
Kohn-Sham gap: 6.27 eV
LUMO: 1.42 eV
2S+1: 1
Net charge: -1



[3]
C42H71N11O14 | wB97M-V/def2-TZVPD

XYZ file:
```
138
Properties=species:S:1:pos:R:3:mulliken_charge:R:1
C -5.608 -2.205 -2.840 0.037
O -4.642 -2.566 -3.554 -0.540
N -5.549 -2.047 -1.533 0.247
C -4.376 -1.978 -0.775 -0.744
C -6.621 -1.251 -0.934 -1.002
H -6.590 -1.992 -3.290 0.348
H -3.783 -1.064 -0.793 0.153
H -3.626 -2.694 -1.111 0.131
H -4.631 -2.145 0.272 0.315
H -6.376 -0.189 -0.896 0.357
H -7.618 -1.367 -1.359 0.349
H -6.908 -1.479 0.093 0.272
C 3.818 -1.420 -0.967 0.675
O 4.325 -0.384 -1.404 -0.694
N 3.414 -2.443 -1.750 0.512
C 2.927 -3.516 -1.121 -1.282
C 3.354 -2.537 -3.162 -1.109
H 3.813 -1.727 0.090 -0.162
H 3.706 -4.250 -0.912 0.304
H 2.019 -3.978 -1.510 0.382
H 2.625 -3.309 -0.094 0.243
H 3.352 -3.580 -3.477 0.497
H 2.476 -2.051 -3.588 0.483
H 4.242 -2.211 -3.705 0.328
C 1.140 3.441 2.781 -0.294
O 0.542 2.385 2.953 -0.426
N 1.824 4.015 3.797 0.312
C 2.067 3.234 5.114 -0.887
C 2.429 5.302 3.687 -0.946
H 1.134 4.041 1.859 0.478
H 1.887 3.977 5.891 0.548
H 3.102 2.896 5.162 0.375
H 1.353 2.411 5.119 0.022
H 2.916 5.351 2.713 0.222
H 1.623 6.035 3.645 0.324
H 3.068 5.425 4.562 0.361
C -7.966 -0.392 2.675 0.006
O -7.899 -1.550 3.065 -0.569
N -6.881 0.429 2.578 0.205
C -6.869 1.647 1.728 -0.718
C -5.622 -0.087 3.019 -0.377
H -8.910 0.155 2.525 0.328
H -6.332 2.368 2.345 0.271
H -7.923 1.900 1.613 0.352
H -6.385 1.375 0.790 0.131
H -4.857 0.633 3.312 0.120
H -5.669 -0.731 3.897 0.371
H -5.177 -0.922 2.478 -0.095
C 0.319 -4.195 1.632 -0.085
O 0.487 -5.090 0.861 -0.552
N -0.404 -3.090 1.451 0.357
C -0.772 -2.128 2.511 -0.779
C -0.973 -2.847 0.086 0.235
H 0.844 -4.129 2.597 0.292
H -1.836 -2.144 2.746 0.476
H -0.852 -1.100 2.156 -0.116
H -0.248 -2.068 3.465 0.370
H -1.861 -3.471 -0.014 0.494
H -1.272 -1.809 -0.057 -0.309
H -0.156 -3.188 -0.550 -0.353
C -3.829 2.284 5.551 0.058
O -4.565 1.386 5.993 -0.600
N -2.478 2.185 5.343 0.222
C -1.797 3.320 4.705 -0.655
C -1.758 1.036 5.531 -0.848
H -4.249 3.272 5.308 0.337
H -0.734 3.500 4.870 -0.040
H -2.307 4.219 5.052 0.388
H -1.836 3.264 3.617 0.247
H -2.331 0.207 5.946 0.374
H -1.618 0.663 4.517 0.158
H -0.753 1.165 5.934 0.288
C -0.315 -4.697 -5.746 0.039
O 0.799 -4.135 -5.794 -0.559
N -1.234 -4.466 -4.800 0.254
C -2.629 -4.597 -5.082 -0.932
C -1.015 -3.644 -3.624 -1.117
H -0.677 -5.431 -6.482 0.309
H -2.969 -3.916 -5.863 0.357
H -3.230 -4.547 -4.174 0.280
H -2.819 -5.547 -5.580 0.335
H -1.127 -2.569 -3.765 0.437
H -1.680 -4.011 -2.843 0.391
H -0.031 -3.737 -3.165 0.194
C 3.168 0.195 2.883 0.266
O 2.947 0.109 1.694 0.093
N 3.957 -0.658 3.709 0.352
C 4.058 -0.192 5.083 -1.079
C 4.720 -1.764 3.275 -1.029
H 2.595 0.897 3.509 -0.563
H 4.666 0.633 5.455 0.343
H 4.309 -0.964 5.811 0.396
H 3.057 0.102 5.399 0.341
H 4.346 -2.745 3.569 0.305
H 4.931 -1.886 2.212 0.241
H 5.743 -1.688 3.645 0.433
C 7.200 2.225 0.462 -0.570
C 5.996 1.588 0.420 -0.304
C 4.830 2.198 0.248 0.907
C 4.721 3.574 0.062 -0.734
C 5.925 4.263 0.193 -0.356
C 7.162 3.650 0.385 -0.602
N 3.432 4.159 -0.158 1.088
O 2.446 3.478 -0.373 -0.537
O 3.357 5.399 -0.160 -0.618
H 8.194 1.803 0.445 0.419
H 6.028 0.509 0.473 0.371
H 3.950 1.580 0.151 0.138
H 5.974 5.341 0.170 0.440
H 8.150 4.086 0.395 0.390
C 3.218 1.251 -5.577 -0.940
C 2.384 0.153 -5.450 0.210
C 1.334 -0.102 -6.308 -0.326
C 1.156 0.789 -7.331 0.186
C 1.941 1.978 -7.502 -0.705
C 3.051 2.125 -6.630 -0.358
N 0.052 0.582 -8.307 1.017
O -0.800 -0.261 -8.082 -0.609
O 0.129 1.148 -9.336 -0.591
H 3.996 1.318 -4.832 0.507
H 2.633 -0.497 -4.624 -0.151
H 0.771 -1.003 -6.117 0.752
H 1.768 2.679 -8.305 0.424
H 3.741 2.933 -6.824 0.389
C 0.217 0.263 -2.229 -0.323
C -1.097 0.419 -2.758 -1.386
C -2.111 0.593 -1.833 0.366
C -1.802 0.859 -0.456 0.189
C -0.456 0.647 -0.104 -0.440
C 0.643 0.447 -0.959 -0.647
N -2.811 1.490 0.428 1.288
O -3.810 1.936 -0.087 -0.635
O -2.628 1.554 1.654 -0.536
H 1.006 0.031 -2.928 0.275
H -1.348 0.236 -3.792 0.578
H -3.081 0.412 -2.274 0.451
H -0.050 0.790 0.887 0.357
H 1.659 0.437 -0.594 0.369
```

Structure (SMILES): O=[N+]([O-])c1ccccc1.O=[N+]([O-])c1ccccc1.O=[N+]([O-])c1ccccc1.CN(C)C=O.CN(C)C=O.CN(C)C=O.CN(C)C=O.CN(C)C=O.CN(C)C=O.CN(C)C=O.CN(C)C=O
HOMO level: -9.03 eV
Kohn-Sham gap: 8.17 eV
LUMO: -0.87 eV
2S+1: 1
ΔE to the lowest compared entry with this formula, charge and spin: 2.304 eV
Net charge: 0



What is the net charge in the third record?
0



What is the 2S+1 in the first record?
4



Which value of 2S+1 does entry 2 give?
1



Look up the net charge of the first one.
+2